Density functional theory data (ωB97M-V/def2-TZVPD) for a molecular structure, C24H48AsNaP.

Structure (XYZ):
```
75
Properties=species:S:1:pos:R:3:mulliken_charge:R:1
Na -1.16 -0.14 -2.27 0.689
C -4.24 0.73 4.03 -0.656
C -3.33 1.93 3.69 -0.963
C -2.71 1.80 2.29 -0.794
C -2.41 0.33 1.97 0.417
C -3.74 -0.45 1.87 -0.918
C -4.84 0.16 2.75 -0.907
P -1.44 0.17 0.40 -0.788
C -0.73 -1.56 0.43 0.979
C -0.15 -2.07 1.78 -0.931
C -1.01 -3.18 2.39 -0.561
C -1.10 -4.40 1.46 -0.865
C -1.16 -3.99 -0.02 -0.900
C -1.72 -2.57 -0.17 -0.435
C 0.11 1.20 0.60 3.801
C 0.74 1.31 2.01 -0.547
C 1.58 2.59 2.16 -1.037
C 2.34 2.88 0.87 -0.686
C 1.37 3.19 -0.28 0.025
C -0.02 2.59 -0.04 -0.972
H -5.02 1.04 4.72 0.425
H -3.66 -0.05 4.52 0.323
H -2.54 2.01 4.44 0.280
H -3.90 2.86 3.73 0.475
H -1.81 2.41 2.24 0.006
H -3.40 2.19 1.53 0.414
H -1.81 -0.08 2.78 0.573
H -3.58 -1.49 2.18 0.103
H -4.08 -0.48 0.83 0.355
H -5.58 -0.61 2.99 0.436
H -5.37 0.95 2.21 0.349
H 0.11 -1.48 -0.28 -0.097
H -0.05 -1.26 2.49 0.297
H 0.85 -2.47 1.60 0.477
H -2.00 -2.79 2.60 -0.056
H -0.58 -3.48 3.34 0.534
H -1.99 -4.97 1.72 0.344
H -0.25 -5.05 1.62 0.334
H -1.77 -4.70 -0.59 0.470
H -0.15 -4.01 -0.46 0.281
H -2.69 -2.51 0.33 0.201
H -1.89 -2.35 -1.23 0.353
H 0.81 0.65 -0.04 -2.782
H 1.38 0.45 2.17 0.302
H -0.03 1.29 2.79 0.100
H 2.28 2.45 2.99 0.553
H 0.94 3.44 2.42 0.322
H 2.94 2.00 0.63 0.149
H 3.03 3.71 1.02 0.574
H 1.79 2.79 -1.21 -0.547
H 1.27 4.27 -0.42 0.543
H -0.57 2.52 -0.99 0.487
H -0.60 3.25 0.60 0.293
C 2.73 -2.53 -4.81 -1.228
C 2.48 -1.03 -4.86 -0.582
As 1.49 -0.35 -3.31 0.172
C 1.42 1.57 -3.81 -0.375
C 2.71 2.33 -4.08 -1.215
C 2.84 -0.60 -1.88 0.020
C 4.25 -0.03 -2.07 -1.338
H 3.27 -2.86 -5.70 0.394
H 1.78 -3.08 -4.78 0.317
H 3.32 -2.82 -3.94 0.309
H 1.90 -0.77 -5.74 0.458
H 3.43 -0.49 -4.93 0.309
H 0.84 2.09 -3.04 0.199
H 0.81 1.56 -4.71 0.553
H 3.29 2.47 -3.18 0.174
H 2.48 3.32 -4.48 0.405
H 3.34 1.82 -4.81 0.329
H 2.90 -1.69 -1.78 0.504
H 2.41 -0.23 -0.95 -0.196
H 4.67 -0.31 -3.04 0.332
H 4.91 -0.42 -1.30 0.426
H 4.25 1.05 -1.99 0.210
```

Results
electronic energy	-3682.52275	Eh
net charge	+1
orbital gap	8.8	eV
ΔE to the lowest compared entry with this formula, charge and spin	0.035	eV
spin multiplicity	1
strongest force on any atom	0.012	hartree/bohr


Density functional theory data (ωB97M-V/def2-TZVPD) for 9 unconnected molecules or ions with the total composition C24H48Cl12O3 in a non-equilibrium geometry.

Structure (XYZ):
```
87
Properties=species:S:1:pos:R:3:mulliken_charge:R:1
Cl 11.01 10.23 17.01 -0.171
C 11.39 8.70 16.16 -0.285
C 12.56 8.96 15.21 0.203
Cl 12.77 7.51 14.17 -0.198
H 10.51 8.38 15.61 0.014
H 11.57 7.91 16.89 0.452
H 13.49 9.20 15.73 0.406
H 12.26 9.76 14.55 -0.389
Cl 13.79 12.57 11.12 -0.105
C 15.16 11.47 10.73 -0.688
C 14.92 10.11 11.27 -0.336
Cl 13.51 9.31 10.49 -0.174
H 16.08 11.90 11.10 0.426
H 15.29 11.49 9.64 0.330
H 14.76 10.10 12.34 0.152
H 15.80 9.51 11.03 0.392
Cl 5.58 8.12 18.02 -0.206
C 6.51 7.88 16.50 -0.286
C 7.14 9.18 16.06 -0.033
Cl 5.95 10.43 15.67 -0.173
H 5.76 7.59 15.76 0.175
H 7.26 7.08 16.62 0.350
H 7.78 9.03 15.18 -0.265
H 7.74 9.59 16.87 0.446
Cl 8.42 11.92 6.34 -0.202
C 8.49 10.49 7.43 0.046
C 7.15 10.27 8.09 0.301
Cl 5.95 9.75 6.90 -0.199
H 9.24 10.72 8.18 -0.369
H 8.82 9.63 6.86 0.445
H 6.84 11.19 8.58 0.293
H 7.27 9.49 8.85 -0.382
Cl 11.64 13.58 16.97 -0.201
C 12.97 12.77 16.07 0.000
C 13.80 13.79 15.36 -0.319
Cl 15.28 12.92 14.84 -0.213
H 12.50 12.11 15.35 -0.259
H 13.53 12.19 16.82 0.404
H 14.12 14.63 15.98 0.373
H 13.31 14.18 14.47 0.237
Cl 8.38 17.32 12.82 -0.174
C 8.16 15.63 12.46 -0.134
C 7.76 15.39 11.03 -0.068
Cl 9.06 16.06 9.95 -0.193
H 7.28 15.32 13.05 0.261
H 9.04 15.06 12.76 0.022
H 6.83 15.91 10.79 0.448
H 7.68 14.33 10.80 -0.109
C 8.05 7.83 11.10 0.233
C 6.50 8.10 11.11 -0.667
C 6.21 7.81 12.60 -0.469
O 7.36 7.29 13.30 -0.318
C 8.21 6.87 12.26 -0.805
H 8.55 8.78 11.30 -0.407
H 8.45 7.37 10.19 0.551
H 5.98 7.41 10.46 0.344
H 6.23 9.14 10.92 0.306
H 5.40 7.10 12.76 0.354
H 5.92 8.72 13.11 0.232
H 7.90 5.85 11.98 0.285
H 9.22 6.78 12.63 0.387
C 11.82 12.53 8.05 1.481
C 12.16 12.98 6.64 -0.623
C 12.89 14.32 6.85 -0.555
O 12.69 14.70 8.17 -0.466
C 11.63 13.90 8.68 -0.151
H 12.65 12.02 8.55 -0.027
H 10.92 11.93 8.09 -0.956
H 11.23 13.15 6.11 0.132
H 12.80 12.26 6.11 0.381
H 12.50 15.07 6.16 0.319
H 13.98 14.20 6.72 0.294
H 10.67 14.35 8.42 0.149
H 11.73 13.90 9.77 0.083
C 10.62 11.26 12.61 -0.031
C 9.68 11.74 13.70 -0.042
C 8.33 11.61 12.94 0.206
O 8.58 11.88 11.55 -0.430
C 10.00 11.92 11.37 0.116
H 10.58 10.18 12.54 0.131
H 11.66 11.57 12.76 0.075
H 9.86 12.78 13.97 0.163
H 9.72 11.16 14.62 0.011
H 7.56 12.27 13.33 0.361
H 7.95 10.60 13.10 -0.594
H 10.34 12.95 11.29 -0.002
H 10.33 11.46 10.43 -0.095
```

Results
electronic energy	-6691.25755	Eh
net charge	0
orbital gap	9.6	eV
ΔE to the lowest compared entry with this formula, charge and spin	0.000	eV
SMILES string	C1CCOC1.C1CCOC1.C1CCOC1.ClCCCl.ClCCCl.ClCCCl.ClCCCl.ClCCCl.ClCCCl
spin multiplicity	1
strongest force on any atom	0.033	hartree/bohr


Density functional theory data (ωB97M-V/def2-TZVPD) for a molecular structure, C24H48Cl2P2PrSe in a non-equilibrium geometry.

Structure (XYZ):
```
78
Properties=species:S:1:pos:R:3:lowdin_spin:R:1
Pr 0.47 -0.06 -0.24 2.068
Cl 0.43 0.26 -2.96 -0.005
P -0.82 -2.57 -0.94 -0.004
C 0.48 -3.34 -2.05 0.001
C -0.95 -3.60 0.61 -0.001
C -2.41 -2.62 -1.87 -0.001
C 1.84 -2.64 -1.92 0.000
H 0.07 -3.13 -3.05 0.000
C 0.63 -4.85 -1.89 0.000
H 1.17 -5.12 -0.97 0.000
H 1.21 -5.21 -2.75 0.000
H -0.33 -5.37 -1.90 0.000
H 1.83 -1.67 -2.44 0.000
H 2.62 -3.26 -2.39 0.000
H 2.16 -2.47 -0.88 0.000
H -2.10 -2.08 -2.79 0.000
C -3.55 -1.85 -1.21 -0.001
C -2.77 -4.05 -2.25 0.000
H -2.08 -4.45 -3.00 0.000
H -3.78 -4.04 -2.68 0.000
H -2.78 -4.73 -1.39 0.000
H -3.20 -1.10 -0.50 -0.001
H -4.27 -2.52 -0.71 0.000
H -4.09 -1.32 -2.00 0.000
C 0.29 -3.33 1.47 0.001
H -0.98 -4.66 0.31 0.000
C -2.18 -3.23 1.44 0.000
H 1.22 -3.62 0.99 0.000
H 0.20 -3.85 2.43 0.000
H 0.38 -2.26 1.74 0.000
H -2.24 -2.14 1.59 0.000
H -2.10 -3.67 2.44 0.000
H -3.12 -3.58 0.99 0.000
Cl -1.07 0.14 1.92 -0.011
H -1.41 0.52 -0.75 -0.025
P 0.00 2.90 -0.91 -0.007
C -0.89 3.58 -2.37 -0.001
C -0.42 3.91 0.57 -0.001
C 1.81 3.01 -1.35 -0.001
C -2.21 2.84 -2.60 -0.001
H -0.21 3.34 -3.21 0.000
C -1.04 5.10 -2.31 0.000
H -1.83 5.40 -1.60 0.000
H -1.32 5.45 -3.31 0.000
H -0.11 5.60 -2.03 0.000
H -2.05 1.84 -3.00 0.000
H -2.80 3.41 -3.33 0.000
H -2.80 2.74 -1.68 0.000
H 1.82 2.46 -2.30 0.000
C 2.70 2.27 -0.35 0.000
C 2.28 4.44 -1.60 0.000
H 1.87 4.85 -2.52 0.000
H 3.37 4.40 -1.70 0.000
H 2.04 5.11 -0.77 0.000
H 2.20 1.70 0.46 0.000
H 3.35 2.98 0.17 0.000
H 3.33 1.55 -0.89 0.000
C -1.88 3.62 0.94 0.000
H -0.27 4.96 0.28 0.000
C 0.47 3.56 1.77 0.000
H -2.58 4.13 0.27 0.000
H -2.09 3.95 1.96 0.000
H -2.08 2.53 0.91 0.000
H 0.37 2.50 2.06 0.000
H 0.15 4.13 2.66 0.000
H 1.53 3.78 1.58 0.000
Se 3.13 -0.86 1.20 -0.007
C 2.59 -0.84 2.99 -0.001
C 2.22 0.34 3.69 -0.001
C 2.03 0.30 5.06 0.000
C 2.16 -0.91 5.76 -0.001
C 2.44 -2.10 5.07 0.000
C 2.63 -2.07 3.69 -0.001
H 2.12 1.29 3.14 0.000
H 1.78 1.22 5.61 0.000
H 2.05 -0.93 6.85 0.000
H 2.51 -3.04 5.60 0.000
H 2.86 -2.98 3.15 0.000
```

Results
electronic energy	-5464.96466	Eh
net charge	-1
orbital gap (alpha / beta)	6.4 / 6.3	eV
expectation value of S²	2.015
spin multiplicity	3
strongest force on any atom	0.044	hartree/bohr